(1)
The following is a quantum chemistry calculation of an isolated molecule of C4H9N3S, from the Open Molecules 2025 dataset.

Structure (ORCA input):
```
! RIJCOSX wB97M-V def2-TZVPD def2/J DEFGRID3
* xyz 0 1
C 0.376 -1.037 1.157
C 0.400 -0.696 -0.270
C -3.247 0.815 -0.271
C 1.284 0.482 -0.369
H 1.484 -0.822 1.417
H -0.365 -0.471 1.795
H 0.234 -2.138 1.125
H 0.767 -1.485 -0.907
H -3.722 0.154 -1.142
H -3.738 1.458 0.440
H 3.075 1.089 -0.885
H 2.666 -0.605 -1.350
H 0.340 1.262 0.999
N -1.966 0.622 -0.019
N 2.458 0.398 -1.112
N 1.153 1.547 0.320
S -1.199 -0.574 -0.926
*
```

## Properties
**Electronic energy**: -720.1794 Ha
**Orbital gap**: 9.4 eV
**LUMO energy**: 0.7 eV
**HOMO energy**: -8.722 eV
**Relative energy (zero: lowest compared OMol25 entry of this formula, charge and spin)**: 2.556 eV
**SMILES**: [H]/N=C(/N)[C@@H](C)SN=C

(2)
The following is a quantum chemistry calculation of a 2-piece molecular cluster, C4H9N3S overall, from the Open Molecules 2025 dataset.

Structure (ORCA input):
```
! RIJCOSX wB97M-V def2-TZVPD def2/J DEFGRID3
* xyz 2 1
C 2.679 -0.051 -0.944
C 1.062 1.594 0.063
C -1.901 0.081 -0.296
C -1.104 -0.603 0.462
N 1.707 0.728 -0.400
N 0.476 2.484 0.747
N -1.053 -2.097 0.168
S 2.424 -1.604 -0.758
H 3.493 0.400 -1.325
H -2.548 -0.130 -1.031
H -2.189 1.136 -0.006
H -0.382 -0.345 1.201
H 0.796 2.878 1.677
H -0.498 2.771 0.408
H -2.018 -2.562 0.125
H -0.313 -2.589 0.759
H -0.631 -2.092 -0.849
*
```

## Properties
**Electronic energy**: -719.4943 Ha
**Orbital gap**: 7.9 eV
**LUMO energy**: -9.6 eV
**HOMO energy**: -17.491 eV
**Relative energy (zero: lowest compared OMol25 entry of this formula, charge and spin)**: 2.750 eV